Below is a molecular structure, C45H50N3SSb2Ti, with properties calculated with the ωB97M-V functional and the def2-TZVPD basis.

```
102
Properties=species:S:1:pos:R:3:forces:R:3
H 1.446 2.669 -1.798 0.0 0.0 0.0
H -4.944 1.892 -3.829 0.0 0.0 0.0
C 2.276 -3.338 2.432 -0.1 -0.1 0.1
N -1.488 1.181 -1.311 0.0 -0.1 0.2
H 0.589 1.173 2.707 0.2 0.1 -0.3
H 4.457 -2.321 0.389 0.0 0.0 -0.1
H -3.712 -0.775 -1.264 0.0 0.0 0.0
H -1.617 -1.834 -7.546 0.0 0.0 0.0
H -2.671 5.752 2.380 0.0 0.0 0.0
H -4.749 0.281 -3.201 0.0 0.0 0.0
H -0.919 -2.682 -0.869 -0.1 0.1 0.1
C -0.480 -3.665 -0.897 0.1 -0.1 0.0
C 0.142 0.044 -5.341 0.1 0.0 0.0
C -1.408 3.081 -3.925 0.0 0.0 0.0
C 1.528 -4.767 4.233 0.1 0.0 0.1
C -2.638 2.492 1.475 0.2 0.0 0.0
C 3.757 -3.874 4.266 0.0 0.0 0.0
C -1.167 -4.696 -1.525 0.1 -0.1 0.0
C -1.109 -2.427 -5.546 0.0 0.0 0.0
C 3.510 -3.220 3.066 0.1 0.1 -0.1
C 3.888 -1.708 -1.609 -0.1 0.0 -0.1
H 3.997 -0.653 -1.331 0.0 0.0 0.0
H -3.051 -0.199 -5.049 0.0 0.0 0.0
C -2.693 2.945 -3.118 -0.1 0.0 0.0
H 3.603 5.208 -0.149 0.0 0.0 0.0
H -2.604 3.426 -2.139 0.0 0.0 0.0
H 0.643 1.004 -5.283 0.0 0.0 0.0
C -2.874 -0.678 -1.957 0.1 0.0 -0.1
C 1.033 3.328 1.052 0.1 0.0 0.0
H -0.508 0.368 -7.359 0.0 0.0 0.0
H 1.048 -7.196 -0.983 0.0 0.0 0.0
H -1.542 2.687 -4.933 0.0 0.0 0.0
C -2.467 0.758 -2.077 0.0 -0.1 0.0
H -2.040 -1.229 -1.539 0.0 0.0 0.0
Sb 1.801 -2.283 0.641 0.0 -0.1 0.1
H 4.201 4.395 -4.569 0.0 0.0 0.0
H 2.254 -5.371 0.141 0.0 0.0 0.0
C -0.465 -2.067 -4.369 0.0 0.0 0.1
H 0.752 -5.369 4.688 0.0 0.0 0.0
C 3.689 3.526 -4.178 0.0 0.0 0.0
C 3.265 1.161 -4.228 0.0 -0.1 0.0
H 2.309 -2.860 -2.592 0.0 0.0 0.0
C 0.621 -6.201 -0.963 0.0 0.0 0.0
C -4.234 1.068 -3.746 0.0 0.0 0.0
H 4.846 3.104 0.274 0.0 0.0 0.0
H 0.314 -4.221 2.563 0.0 0.0 0.0
H 3.449 0.193 -4.682 0.0 0.0 0.0
C 3.692 -2.555 -0.354 0.1 0.0 0.0
H -4.659 0.198 -5.671 0.0 0.0 0.0
H -1.332 2.181 -1.385 0.0 0.0 -0.1
C 0.174 -0.833 -4.258 0.0 0.0 -0.1
C 1.763 2.162 1.298 -0.1 0.0 0.0
C -1.125 -1.551 -6.625 0.0 0.0 0.0
C -3.148 3.718 1.874 0.1 0.0 0.0
H -1.143 -6.779 -2.041 0.0 0.0 0.0
C 2.773 -1.874 -2.658 0.1 0.0 0.0
H 4.637 2.158 -5.537 0.0 0.0 0.0
C 2.767 -4.649 4.851 0.0 0.0 0.0
C -0.613 -5.968 -1.559 0.0 0.0 0.0
H 2.959 -5.159 5.786 0.0 0.0 0.0
C -3.802 0.589 -5.121 0.0 0.0 -0.1
H -1.588 -3.394 -5.628 0.0 0.0 0.0
Ti -0.543 0.491 0.472 0.1 0.1 -0.8
C 2.133 2.544 -2.631 0.0 0.0 0.1
H 4.302 -2.622 2.627 0.0 0.0 0.0
C -2.290 4.797 2.040 0.1 0.0 0.0
H -0.581 2.536 -3.467 0.0 0.0 0.0
H 4.725 -3.780 4.742 0.0 0.0 0.0
H 3.161 -1.776 -3.672 0.0 0.0 0.0
C -0.419 3.421 1.361 -0.2 -0.1 0.0
H 3.650 1.156 1.225 0.0 0.0 0.0
N 1.086 1.000 1.824 -0.2 0.0 0.3
C 3.789 3.169 0.491 0.0 0.0 0.0
H -2.134 -4.513 -1.977 0.0 0.0 0.0
C 2.356 1.282 -3.176 0.0 0.1 -0.1
C 3.091 4.345 0.254 0.0 0.0 0.0
H -1.118 4.129 -4.005 0.0 0.0 0.0
H -3.510 3.458 -3.621 0.0 0.0 0.0
C 2.788 3.662 -3.133 0.0 0.0 -0.1
C 1.285 -4.113 3.034 -0.1 0.0 0.0
N -3.116 1.554 -2.929 0.0 0.0 0.0
H 3.780 -3.619 -0.582 0.0 0.0 0.0
H -4.207 3.823 2.074 0.0 0.0 0.0
Sb 1.235 -0.379 -2.463 0.0 0.0 0.3
H 1.196 5.328 0.306 0.0 0.0 0.0
S -1.719 -0.890 1.423 -0.1 -0.2 0.1
C -0.502 -0.314 -6.518 0.0 -0.1 0.0
H -0.447 -2.772 -3.543 0.0 0.0 0.0
H 1.741 0.240 1.973 0.0 0.0 0.0
H -0.272 5.489 1.944 0.0 0.0 0.0
C -1.271 2.309 1.218 -0.1 0.2 0.2
H 2.599 4.638 -2.706 0.0 0.0 0.0
C 1.302 -5.167 -0.337 0.0 0.0 0.0
H -3.311 1.650 1.373 0.0 0.0 0.0
H -3.142 -1.118 -2.914 0.0 0.0 0.0
C 0.759 -3.884 -0.301 -0.1 0.0 -0.1
C -0.937 4.648 1.787 -0.1 0.0 0.0
C 3.933 2.270 -4.722 0.0 0.1 0.0
C 1.733 4.414 0.521 0.0 0.0 0.0
H 4.842 -1.980 -2.068 0.0 0.0 0.0
C 3.118 2.078 1.014 0.0 -0.1 0.0
H -3.374 1.402 -5.709 0.0 0.0 0.0
```
Positions in Å, forces in eV/Å.

Output
energy relative to the best compared isomer or geometry (same formula, charge and spin)	0.484	eV
charge	+1
gap between HOMO and LUMO	7.66	eV
highest occupied orbital energy	-0.375	Eh

Below is C3H4N2OS2 in the gas phase in a non-equilibrium geometry, with properties calculated with the ωB97M-V functional and the def2-TZVPD basis.

```
12
Properties=species:S:1:pos:R:3:forces:R:3
C -0.616 0.997 -0.017 2.4 0.2 1.4
N 0.671 0.980 -0.051 -2.5 -0.7 -0.3
C 2.544 -0.252 -0.186 2.9 -0.3 0.4
S 3.641 -1.568 0.028 -2.2 2.2 -0.5
H -1.169 1.990 -0.089 0.4 -1.9 0.1
O -1.143 -0.237 0.410 -3.5 2.1 -1.2
N 1.213 -0.291 0.117 1.6 -1.6 0.8
S -3.370 -1.688 -0.104 1.7 2.3 0.8
H 0.808 -1.280 0.636 1.2 4.0 -2.0
H 2.996 0.846 -0.526 -1.7 -3.1 0.8
C -2.491 -0.276 0.094 -2.7 -0.5 -1.9
H -3.084 0.779 -0.312 2.3 -2.8 1.6
```
Positions in Å, forces in eV/Å.

Output
energy relative to the best compared isomer or geometry (same formula, charge and spin)	4.593	eV
charge	0
gap between HOMO and LUMO	7.72	eV
highest occupied orbital energy	-0.314	Eh

Below is 2 unconnected molecules or ions with the total composition C2H2FN3O in a non-equilibrium geometry, with properties calculated with the ωB97M-V functional and the def2-TZVPD basis.

```
9
Properties=species:S:1:pos:R:3:forces:R:3
H -0.614 -1.669 -1.345 -0.4 -1.3 -0.7
H 0.396 1.760 -0.762 0.0 1.2 0.2
F -1.651 0.326 0.127 2.0 -0.6 -0.8
O -0.168 -0.842 -1.521 0.2 -0.7 -0.1
N 0.286 -1.029 0.801 0.0 -3.2 3.0
C 0.024 -0.406 -0.343 -1.0 5.3 1.6
N 0.626 -0.201 1.742 -0.6 -3.3 -1.7
N 0.686 1.032 1.295 0.3 3.8 -2.6
C 0.415 1.029 0.007 -0.4 -1.2 1.2
```
Positions in Å, forces in eV/Å.

Output
energy relative to the best compared isomer or geometry (same formula, charge and spin)	3.863	eV
charge	0
gap between HOMO and LUMO (alpha / beta)	8.46 / 8.46	eV
highest occupied orbital energy (alpha / beta)	-0.411 / -0.411	Eh

Below is C3H5IO in the gas phase in a non-equilibrium geometry, with properties calculated with the ωB97M-V functional and the def2-TZVPD basis.

```
10
Properties=species:S:1:pos:R:3:forces:R:3
O -1.446 0.091 -1.634 -1.1 -0.2 -1.5
H 0.501 -0.712 0.779 1.8 0.6 2.9
C -0.295 1.611 -0.160 -1.9 -6.7 -1.7
H 0.595 -1.684 -0.679 0.5 0.2 -0.6
C 0.004 -1.075 -0.016 -2.4 -0.7 -2.7
H -0.823 -1.719 0.193 -0.5 -0.9 1.1
H 0.624 1.770 0.439 -1.0 0.0 -0.5
H -0.959 2.346 -0.650 0.9 -0.3 0.5
I -2.905 -1.274 -1.963 -0.1 -0.2 0.2
C -0.680 0.089 -0.599 3.7 8.1 2.4
```
Positions in Å, forces in eV/Å.

Output
energy relative to the best compared isomer or geometry (same formula, charge and spin)	3.019	eV
charge	0
gap between HOMO and LUMO (alpha / beta)	6.50 / 6.49	eV
highest occupied orbital energy (alpha / beta)	-0.287 / -0.286	Eh

Below is a molecular structure, C21H28LaN3O2 in a non-equilibrium geometry, with properties calculated with the ωB97M-V functional and the def2-TZVPD basis.

```
55
Properties=species:S:1:pos:R:3:forces:R:3
H 0.829 1.125 -7.548 -0.1 -0.1 0.0
C -2.141 0.894 4.559 -0.4 -0.2 -0.3
H 1.299 -1.522 -7.563 0.0 0.1 0.2
C 0.927 -2.334 2.378 0.4 -0.2 0.2
H -1.877 -0.799 -5.852 0.2 -0.1 0.1
C -0.349 0.502 -1.579 -0.6 0.4 0.2
H -0.811 -2.207 -5.490 -0.2 0.0 0.0
H -2.065 1.400 5.522 0.1 -0.2 -0.4
C 0.475 1.785 -1.334 0.6 -0.5 -0.1
H 1.439 2.315 0.579 -0.2 -0.1 -0.2
H -2.696 0.677 1.246 0.2 -0.1 0.5
C 0.486 1.948 0.179 -0.4 -0.6 0.2
C 0.272 1.486 -5.439 0.1 0.7 0.3
N -0.220 1.326 9.480 1.1 0.0 -1.7
C -0.071 -0.372 -0.363 0.3 0.4 0.2
H 0.761 -1.078 -0.498 -0.1 0.3 0.0
H -1.424 0.751 -1.565 0.3 0.0 -0.2
H -0.946 1.042 -7.220 0.1 0.0 -0.1
C -0.967 -1.338 -6.137 0.2 -0.2 0.2
H -2.360 2.610 3.117 0.1 -0.4 0.1
C -2.416 -0.753 2.968 -0.3 0.4 -0.2
C 1.494 -1.154 -6.548 0.0 -0.3 0.2
C 1.019 1.284 6.250 0.0 0.2 -1.4
H 2.367 -0.495 -6.607 -0.2 -0.1 0.2
H -2.580 -1.727 2.493 0.1 0.4 0.3
C 0.248 -0.438 -6.056 -0.1 -0.6 -1.3
H 1.514 1.601 -1.645 -0.3 0.1 -0.1
O 0.389 0.194 -4.748 -0.1 0.8 -1.4
H -0.503 -3.069 3.949 0.3 0.3 -0.1
C -2.214 -0.513 4.358 -0.3 0.4 -0.1
H 3.253 -0.844 4.299 -0.4 -0.1 -0.1
H -2.200 -1.275 5.142 0.1 0.3 -0.3
C 0.054 0.890 -6.822 0.0 -0.3 0.8
H 1.192 -1.926 5.701 0.0 0.2 -0.4
H -1.080 -1.687 -7.170 0.0 0.0 0.2
N 0.940 1.261 5.057 0.3 0.5 2.3
O 0.297 0.577 0.707 0.2 0.5 -1.4
C 2.375 -1.339 3.879 -0.1 -0.5 -0.4
H -0.334 2.578 0.556 0.1 -0.2 -0.1
H -0.954 -0.931 -0.022 0.3 0.2 -0.1
H -0.597 2.064 -5.098 0.4 -0.1 0.3
H 1.712 -2.021 -5.917 0.2 0.1 0.0
C 1.289 -1.896 4.616 0.3 -0.3 -0.4
C 0.401 -2.512 3.695 0.4 -0.2 -0.3
H 0.098 2.667 -1.865 0.0 -0.3 0.2
N 1.268 1.336 7.488 0.3 -0.1 -0.4
H 0.509 -2.738 1.451 0.1 0.2 0.4
C -2.462 0.513 2.305 -0.5 -0.1 0.4
H -0.114 0.029 -2.537 0.0 0.1 0.3
C -2.292 1.533 3.294 -0.2 -0.5 -0.1
H 1.208 2.061 -5.399 -0.3 -0.1 0.4
H 2.819 -1.341 1.668 -0.2 -0.1 0.3
C 2.150 -1.598 2.493 0.0 -0.6 0.4
C 0.437 1.327 8.506 -1.3 0.0 1.7
La 0.152 0.131 3.089 -0.4 0.4 1.1
```
Positions in Å, forces in eV/Å.

Output
energy relative to the best compared isomer or geometry (same formula, charge and spin)	0.000	eV
charge	0
gap between HOMO and LUMO	8.10	eV
highest occupied orbital energy	-0.302	Eh

Below is 5 unconnected molecules or ions with the total composition H10O5 in a non-equilibrium geometry, with properties calculated with the ωB97M-V functional and the def2-TZVPD basis.

```
15
Properties=species:S:1:pos:R:3:forces:R:3
O -1.048 -2.785 -0.833 0.4 -0.6 -1.0
H -1.963 -2.637 1.079 0.2 0.4 0.0
H -0.263 -2.427 -1.264 0.0 0.0 0.0
H -1.965 3.380 -0.282 -0.1 -0.1 0.0
O 1.163 0.217 0.080 0.0 0.3 -0.1
H 4.886 1.229 0.073 0.0 -0.1 0.0
H -1.346 -1.361 0.529 -0.2 -0.3 0.3
O 4.245 0.525 0.221 0.1 0.3 -0.1
H -0.959 -3.739 -0.940 0.0 0.0 0.0
O -2.857 3.036 -0.156 0.1 0.2 0.0
O -1.743 -1.731 1.326 -0.3 0.4 0.8
H 1.127 0.834 -0.660 -0.1 -0.1 0.0
H 0.727 0.687 0.799 0.0 -0.1 0.1
H 3.393 0.948 0.070 -0.1 -0.3 0.1
H -3.398 3.826 -0.040 0.0 -0.1 0.0
```
Positions in Å, forces in eV/Å.

Output
energy relative to the best compared isomer or geometry (same formula, charge and spin)	1.571	eV
charge	0
gap between HOMO and LUMO	10.61	eV
highest occupied orbital energy	-0.382	Eh